{"formula": "C17H97BBrCl2N3O44P", "method": "wB97M-V/def2-TZVPD", "lumo_ha": -0.12788, "e_tot_ha": -8041.13797, "orbital_gap_ev": 6.86, "fmax_ha_per_bohr": 0.0674, "total_charge": 1, "species": ["C", "C", "C", "C", "C", "C", "O", "Br", "N", "C", "O", "C", "C", "N", "C", "C", "C", "O", "P", "O", "O", "O", "C", "C", "O", "O", "C", "C", "O", "Cl", "N", "B", "O", "O", "C", "Cl", "H", "H", "H", "H", "H", "H", "H", "H", "H", "H", "H", "H", "H", "H", "H", "H", "H", "H", "H", "H", "H", "H", "H", "H", "H", "H", "H", "H", "H", "H", "H", "O", "H", "H", "O", "H", "H", "O", "H", "H", "O", "H", "H", "O", "H", "H", "O", "H", "H", "O", "H", "H", "O", "H", "H", "O", "H", "H", "O", "H", "H", "O", "H", "H", "O", "H", "H", "O", "H", "H", "O", "H", "H", "O", "H", "H", "O", "H", "H", "O", "H", "H", "O", "H", "H", "O", "H", "H", "O", "H", "H", "O", "H", "H", "O", "H", "H", "O", "H", "H", "O", "H", "H", "O", "H", "H", "O", "H", "H", "O", "H", "H", "O", "H", "H", "O", "H", "H", "O", "H", "H", "O", "H", "H", "O", "H", "H", "O", "H", "H"], "coordinates": [[2.08470, -3.78133, 2.16098], [1.61465, -2.53353, 2.15509], [0.24361, -2.22311, 2.70353], [-0.29617, -0.84812, 2.23988], [0.50080, 0.32379, 2.86848], [1.13097, 0.30070, 4.24433], [0.80383, 1.06457, 5.09853], [2.63787, -0.84848, 4.63833], [-0.05317, -0.79707, 0.80177], [-1.00843, -0.20309, -0.09594], [-0.94301, 1.17840, -0.25650], [0.28167, 1.85894, 0.07133], [0.43905, 3.07814, -0.84749], [1.84177, 3.28686, -1.17139], [1.97249, 4.20934, -2.32321], [3.27464, 4.97047, -2.17934], [4.47309, 3.98793, -2.17518], [3.44016, 5.85905, -3.28728], [-0.38800, -0.80828, -1.79114], [1.02773, -0.39344, -1.82483], [-0.39212, -2.40627, -1.94807], [-1.14305, -0.08358, -2.97816], [-2.49853, -0.56864, 0.27422], [-3.51720, -0.02521, -0.71099], [-3.59283, 1.37974, -0.75521], [-4.75214, 1.59652, -1.53965], [-2.60107, -2.11178, 0.19021], [-3.69889, -2.88048, 0.91435], [-3.41809, -3.64623, 1.78854], [-5.40599, -2.76414, 0.49015], [-2.63776, -0.04255, 1.68244], [-4.07126, 0.18370, 2.23072], [-4.76462, -0.83070, 2.79001], [-4.56622, 1.43298, 2.05079], [-1.79928, -0.87037, 2.63693], [-2.09745, -0.12004, 4.23372], [1.42899, -4.63719, 2.04060], [3.13645, -3.95524, 2.33628], [2.22899, -1.72656, 1.77079], [0.16805, -2.36867, 3.78162], [-0.46136, -2.95526, 2.27514], [1.30732, 0.51451, 2.15753], [-0.10875, 1.22887, 2.85774], [0.19329, -1.70435, 0.42070], [0.25895, 2.23644, 1.09780], [1.18441, 1.26144, -0.03411], [-0.07916, 2.84850, -1.78559], [-0.04649, 3.96011, -0.42001], [2.27810, 3.70995, -0.35431], [1.97945, 3.61450, -3.24116], [1.11844, 4.90279, -2.32959], [3.29318, 5.50644, -1.22627], [4.90839, 3.93148, -1.18038], [4.16424, 2.99392, -2.49457], [5.18884, 4.34691, -2.91247], [2.73186, 5.70465, -3.91996], [-1.03650, -2.68967, -2.61939], [-0.60312, 0.68397, -3.23277], [-4.53120, -0.40944, -0.53200], [-3.27230, -0.41479, -1.70652], [-4.90152, 2.55625, -1.57399], [-2.73340, -2.33793, -0.86867], [-1.68133, -2.60803, 0.47647], [-2.21184, 0.89354, 1.74033], [-5.66948, -0.86062, 2.44531], [-4.95178, 1.79643, 2.85887], [-2.20067, -1.87155, 2.74029], [-6.77522, -0.41427, -1.81493], [-7.19772, -0.25589, -0.96156], [-6.32905, 0.42105, -2.00136], [2.29845, -6.29817, 0.35432], [2.14482, -5.78896, -0.44784], [2.95341, -6.95368, 0.09146], [3.76620, 1.35049, -1.24727], [2.84374, 1.06368, -1.30004], [3.93676, 1.41282, -0.29300], [4.34350, 8.08848, -1.39955], [4.12051, 7.40614, -2.04661], [4.60345, 7.60507, -0.60168], [1.32353, -4.21847, 5.08015], [1.17590, -4.02532, 6.01194], [1.78057, -3.44353, 4.73198], [-7.62099, -5.18068, -1.01845], [-7.17639, -5.25820, -1.86972], [-7.03455, -4.64025, -0.48289], [4.07206, 4.38726, 1.29807], [4.76252, 3.71708, 1.24206], [4.23964, 4.82744, 2.13823], [4.28203, -2.21059, 0.88691], [4.14835, -1.70163, 0.07783], [4.96323, -2.84038, 0.61184], [1.42287, -1.75399, -4.36139], [2.06150, -2.47450, -4.30757], [1.55597, -1.25753, -3.53787], [5.69461, 8.41181, 1.07530], [5.21596, 9.24381, 1.16757], [6.62068, 8.67894, 0.97241], [-4.05908, -6.34769, 0.68602], [-3.23242, -6.74080, 0.36903], [-3.77959, -5.56257, 1.16470], [3.76354, 6.42245, -6.17341], [4.16122, 6.46571, -7.04746], [4.36490, 6.93434, -5.62053], [2.31589, 3.49982, 6.44554], [1.91496, 2.78352, 5.94378], [2.57946, 3.09567, 7.27824], [-5.51810, -8.98596, 1.28635], [-5.97089, -8.80898, 2.11913], [-4.97359, -8.20338, 1.14778], [-10.56087, -4.24858, -0.62934], [-9.71831, -4.56865, -0.97469], [-10.34955, -3.41686, -0.19538], [8.40749, 8.88546, 1.87885], [9.10954, 8.23049, 1.81917], [8.58401, 9.36183, 2.69557], [5.30583, 11.30015, -0.19568], [5.19548, 10.56457, -0.81420], [4.76972, 12.00768, -0.56510], [-1.23619, -6.45758, -0.08698], [-0.76802, -6.55057, -0.92335], [-0.60368, -6.02535, 0.49774], [5.68372, 8.61442, -6.55002], [5.22008, 9.45200, -6.44984], [6.60693, 8.86075, -6.66404], [-8.15870, 1.67147, 0.06284], [-8.68575, 1.74625, -0.74094], [-8.73765, 2.00639, 0.75543], [6.58270, -3.26152, -0.43821], [6.94779, -3.10830, -1.31391], [7.17471, -2.77801, 0.14738], [-6.54257, -7.99851, -1.58615], [-7.21324, -8.37958, -1.01117], [-5.81784, -7.80093, -0.98525], [-1.82902, -5.49337, 3.85381], [-2.16138, -4.93415, 3.14497], [-0.88215, -5.58488, 3.69850], [5.54423, -0.82460, -1.31753], [5.40664, -1.44172, -2.04315], [4.97161, -0.05976, -1.52525], [-1.86759, -9.37030, -0.66847], [-2.81625, -9.52189, -0.74465], [-1.73347, -9.13922, 0.25618], [-8.26855, -3.92852, 1.93468], [-7.35429, -4.05356, 2.20584], [-8.36891, -4.42200, 1.11190], [4.23615, 0.94082, 0.91890], [4.85468, 0.21363, 0.78486], [4.50448, 1.35170, 1.75692], [-5.89391, -8.26014, 4.26886], [-5.32437, -9.03424, 4.33923], [-5.73403, -7.77682, 5.08484], [-2.64596, 4.02828, -0.45621], [-3.02923, 4.21674, 0.40665], [-2.37913, 3.10177, -0.40820], [4.46487, 1.82009, 3.81332], [3.54875, 1.67232, 4.06154], [4.89157, 2.10975, 4.62675], [-4.03862, 3.44236, -4.11453], [-4.31915, 2.76640, -4.74028], [-3.86428, 2.96141, -3.30122], [2.65063, 3.04403, -5.08340], [2.52226, 3.54584, -5.89696], [3.36758, 2.43511, -5.28859], [4.54274, -1.67135, -4.66830], [3.72113, -1.22828, -4.91449], [5.12291, -1.53862, -5.42450]], "forces_ev_per_angstrom": [[-0.2, 0.2, 0.0], [-0.2, -0.1, 0.2], [-0.6, -0.2, -1.6], [0.6, -0.8, 1.0], [0.1, 0.2, -0.6], [-0.6, 0.3, 0.7], [0.1, -0.1, -0.2], [-0.1, 0.0, -0.1], [-1.1, 0.0, -0.5], [-0.3, -0.9, -1.0], [-0.2, 0.1, 0.9], [0.9, 1.4, 0.0], [0.0, -0.5, -0.4], [-0.8, 0.5, 0.2], [-0.2, -0.2, 1.0], [0.7, -1.0, -0.7], [-0.4, 0.3, -0.5], [-0.2, 0.4, 0.5], [2.8, 0.7, -0.4], [0.0, 0.1, 0.4], [-1.7, 0.7, -0.1], [-1.0, -0.6, 0.5], [0.9, -0.1, -0.6], [-0.8, 0.1, -0.4], [0.6, 0.1, 0.5], [-0.7, 0.0, -0.7], [-0.9, 0.0, -0.4], [0.0, -0.5, 0.9], [0.2, 0.2, -0.2], [0.5, 0.4, -0.5], [0.2, -0.3, 0.5], [-1.2, 0.5, 0.3], [0.7, -0.4, -0.7], [1.0, 0.0, 0.2], [0.0, 0.9, 0.5], [0.1, -0.1, -0.1], [0.0, -0.1, 1.0], [0.2, -0.2, -1.2], [0.4, 0.1, 0.9], [0.1, 0.2, 0.0], [0.1, -0.1, 0.2], [0.2, -0.1, 0.1], [0.0, 0.0, 0.2], [0.5, 0.0, 0.4], [-0.3, -0.3, 0.0], [-0.4, -0.4, -0.2], [-0.1, 0.0, 0.0], [-0.1, 0.0, 0.0], [0.2, 0.0, -0.1], [0.0, 0.2, 0.2], [0.1, 0.2, -0.1], [-0.2, 0.4, -0.2], [0.2, -0.1, -0.1], [0.1, 0.2, 0.2], [0.2, 0.2, 0.3], [0.1, 0.1, -0.1], [0.3, -0.3, 0.0], [0.0, 0.0, -0.2], [0.1, -0.1, 0.3], [0.2, 0.1, 0.0], [0.5, 0.1, 0.6], [-0.1, 0.0, 0.0], [0.0, 0.0, 0.2], [-0.1, 0.1, -0.6], [-0.2, 0.0, 0.5], [-0.5, 0.0, -0.2], [-0.1, 0.0, -0.4], [0.1, -0.1, 0.2], [-0.1, 0.1, -0.1], [0.0, -0.1, 0.0], [-0.2, 0.0, -0.2], [0.1, 0.1, 0.0], [0.0, -0.1, 0.1], [-0.4, -1.0, -2.3], [0.2, 0.3, -0.4], [-0.1, 0.5, -0.4], [-0.1, -0.2, 0.0], [-0.1, 0.1, -0.2], [0.2, 0.4, 0.0], [-0.2, 0.1, 0.0], [0.0, -0.1, 0.0], [0.1, -0.1, 0.0], [-0.2, 0.4, 0.1], [0.0, -0.3, 0.0], [0.2, -0.1, -0.1], [-0.1, -0.2, 0.1], [0.0, 0.1, -0.1], [0.0, 0.1, 0.0], [-0.1, 0.0, 0.2], [0.2, 0.0, -0.1], [0.0, 0.1, -0.1], [0.2, 0.0, 0.0], [-0.1, -0.1, 0.0], [0.1, 0.0, 0.0], [-0.1, 0.0, 0.0], [0.0, 0.0, -0.1], [-0.1, -0.1, 0.2], [-0.1, -0.2, -0.2], [0.1, 0.2, -0.1], [-0.1, -0.2, 0.2], [-0.2, -0.2, 0.0], [0.0, 0.1, 0.0], [0.0, 0.0, 0.0], [0.2, -0.1, -0.1], [-0.2, 0.0, 0.1], [0.0, 0.0, 0.0], [0.0, -0.1, -0.1], [0.0, 0.1, 0.0], [0.0, 0.2, 0.2], [0.1, 0.0, 0.0], [0.1, -0.1, 0.0], [0.0, 0.0, 0.0], [0.2, 0.0, 0.0], [0.0, 0.0, 0.0], [-0.1, 0.1, 0.0], [0.0, -0.2, -0.1], [0.0, -0.1, 0.0], [0.0, 0.0, 0.0], [0.0, 0.5, 0.1], [-0.1, -0.3, 0.0], [0.1, -0.2, 0.0], [0.1, 0.1, 0.0], [0.0, 0.0, 0.0], [0.0, 0.0, 0.0], [0.0, -0.1, 0.0], [0.0, 0.0, 0.0], [0.0, 0.0, 0.0], [0.3, -0.4, 0.2], [0.0, 0.0, 0.0], [0.0, 0.1, 0.0], [0.1, 0.1, -0.2], [0.0, 0.0, 0.0], [-0.1, 0.0, 0.1], [0.0, 0.1, -0.1], [0.0, 0.0, 0.0], [0.0, 0.1, 0.1], [-0.2, 0.1, 0.0], [0.0, 0.1, -0.1], [-0.1, 0.3, -0.1], [-0.1, 0.1, 0.0], [0.0, -0.1, 0.0], [0.0, 0.0, 0.0], [0.2, 0.3, -0.2], [-0.1, -0.2, 0.1], [-0.2, -0.2, 0.1], [0.7, -0.4, 3.4], [0.1, -0.4, 0.0], [-0.1, -0.1, 0.1], [0.1, -0.1, 0.0], [0.0, 0.0, 0.0], [-0.1, 0.1, 0.0], [-0.1, -0.1, 0.1], [0.0, 0.1, 0.0], [0.0, 0.0, -0.1], [0.1, 0.1, -0.2], [0.0, 0.1, 0.1], [0.0, 0.1, 0.0], [-0.1, 0.0, 0.0], [0.0, 0.0, 0.0], [0.2, 0.0, -0.1], [0.0, -0.2, -0.4], [0.1, 0.1, 0.1], [0.1, 0.1, 0.1], [-0.1, 0.0, 0.0], [0.0, 0.0, 0.0], [0.1, 0.0, 0.0]]}